130
Properties=species:S:1:pos:R:3:forces:R:3 method="wB97M-V/def2-TZVPD" lumo_ev=0.3 e_homo_ev=-8.53 e_tot_ha=-2294.9262 smiles=COC[C@H](C)N.COC[C@H](C)N.COCCNCCOC.COCCNCCOC.COCCNCCOC.CC(C)O.CC(C)O gap_ha=0.3260 charge=0 multiplicity=1 max_force_ev_per_a=2.06 mol_weight_g_mol=698.04
C -0.144403 1.514395 0.289191 -0.392 0.134 0.146
C -4.862748 1.312876 0.445083 0.194 0.267 -0.475
H -2.382686 0.018838 -5.227232 0.109 -0.106 0.984
H 0.505326 4.668691 5.392011 -0.380 -0.199 -0.343
H -0.858563 1.915509 -0.437151 -0.253 0.259 0.210
H 3.014052 7.178240 -2.042880 -0.301 -0.191 -0.154
H -0.809789 -3.397176 -3.035959 0.125 0.479 0.248
O -3.953544 0.125814 -3.791216 0.392 -0.180 0.749
C 3.568191 6.239713 -1.959623 -0.242 -1.093 -1.006
C -4.838219 0.848068 -0.996551 0.385 -0.244 -0.109
H 0.380016 -9.357075 -3.448861 -0.652 -0.378 -0.028
O 0.160295 -2.652171 -6.217451 0.781 -0.796 0.041
O 2.856017 6.205615 0.366812 -0.931 0.275 -0.676
H 0.233549 5.410129 3.341263 0.083 0.172 -0.343
H 2.421983 5.944792 2.456125 -0.168 0.661 -1.401
H -2.815145 -2.987710 3.748711 0.275 0.149 -0.571
H -5.981433 0.598883 -4.058063 0.138 0.367 0.351
H 1.219122 3.938559 0.011461 -0.170 -0.179 -0.264
C 3.553680 -0.628079 -2.395881 -0.858 1.579 0.960
H 1.899799 -7.020309 -3.944608 -0.150 -0.061 -0.190
C 3.963506 6.134802 -0.511694 0.699 -0.157 0.698
H -1.488013 -3.101411 -5.260855 -0.142 -0.041 0.135
H 4.529568 0.728362 -0.988809 0.190 -0.143 -0.401
H -5.129174 0.460703 1.079735 0.026 0.059 0.114
C -5.765405 -0.843864 -2.466615 -0.316 -0.681 0.095
C -2.330069 -4.757054 4.645995 0.576 -0.626 -0.037
H -6.658332 -1.446120 -2.660572 -0.359 0.471 -0.063
N -6.010519 0.066515 -1.355611 0.053 -0.171 -0.055
O 1.159603 1.813521 -0.167142 -0.320 -0.532 0.026
H 0.354367 -0.458409 1.039733 0.635 0.449 -0.420
H 1.782439 3.047245 1.408684 0.053 -0.197 -0.111
C 2.741520 0.308360 -3.304433 0.092 0.048 0.030
O -3.543752 1.778814 0.714233 -0.390 0.114 0.761
H -3.172582 -4.706704 5.342983 0.073 0.320 0.137
C -1.548649 -1.060932 4.906015 0.311 -0.530 0.722
C 1.347693 3.033607 4.175005 -1.625 -0.729 0.886
H 2.072618 -1.854878 -5.619597 -0.422 -0.538 0.439
H 1.738174 -1.733858 -7.268914 -0.722 -0.357 -0.361
H 3.555644 4.869639 1.831031 0.271 -0.130 -0.539
H -3.429064 1.399244 -5.342952 -0.242 0.105 0.034
C 1.287826 4.476968 4.654164 1.647 -0.648 -0.113
C 1.158021 -6.868952 -3.152983 0.318 0.013 0.244
H -2.003898 -6.114733 7.053154 0.144 -0.191 0.008
H 0.745734 -8.654674 -4.986235 0.062 0.449 0.031
C -0.399398 0.015821 0.397671 0.012 -1.633 0.586
H -1.045794 -3.307926 3.531685 -0.072 -0.524 -0.272
N -1.614042 -0.363480 1.149018 -0.527 1.160 0.289
H -1.867585 -1.320303 0.951421 0.139 -0.121 -0.093
H -0.052309 0.261912 4.061171 0.106 0.142 0.296
H -0.269570 1.985737 1.268842 -0.325 -0.026 0.067
C 0.016043 -3.379999 -3.758021 0.475 -0.369 -0.892
H 1.698530 0.348202 -2.987153 0.078 0.035 0.088
H 4.687860 6.943917 -0.349327 -0.046 0.027 0.424
H 2.968403 0.404575 -0.449419 -0.505 -0.546 -0.356
H 0.449340 0.612998 6.350320 0.069 0.034 -0.626
N 4.734050 6.378952 -2.838909 0.782 0.108 -0.060
H 4.452815 6.237965 -3.803169 -0.328 0.382 0.016
N 0.428076 -4.757956 -4.041932 -0.287 0.207 1.007
O 0.901268 -1.148667 5.271832 0.464 0.240 -0.112
H 0.801567 -0.750377 -6.113213 0.282 0.203 -0.154
H -2.417761 0.220420 0.912807 0.276 -0.110 -0.103
N -1.715638 -2.447911 5.352512 -0.675 0.119 -0.171
H -3.943613 -0.230482 -5.830244 -0.302 0.148 0.054
H 4.209346 -0.846713 -0.319454 -0.095 -0.146 -0.093
H -0.431058 -5.293972 -4.137725 0.078 0.001 -0.437
H 0.549473 -0.450678 -1.471655 -0.144 -0.163 -0.005
H -0.951462 -8.804924 -4.662813 -0.124 -0.560 0.490
H -0.492850 -1.765091 -0.891766 0.221 -0.019 0.361
H 2.394372 5.032963 -3.419460 0.043 0.272 -0.027
O 1.181166 5.323062 3.495669 -1.551 -0.250 1.338
C 1.019767 -0.325196 6.401822 -1.272 0.429 0.899
H 0.368271 2.684816 3.818153 -0.006 0.417 -0.432
C 0.003944 -8.629903 -4.175194 0.450 0.422 -0.202
H -0.242259 -5.853415 6.924250 0.036 0.138 0.070
H 2.945883 4.293910 6.175302 -0.168 -0.396 -0.208
H -4.225924 3.198838 1.991470 0.382 0.392 0.408
O -1.282279 -5.545288 5.204122 0.123 0.291 0.100
H -6.768436 0.698953 -1.583665 -0.072 -0.112 -0.047
H 3.989296 6.571279 2.021118 0.239 -0.036 0.014
H 1.507310 -7.436394 -2.280603 0.046 0.139 0.104
C -0.386532 -0.679782 -0.948280 0.370 0.201 -0.865
H 1.887423 4.964037 -1.714994 -0.117 -0.128 -0.341
H -2.442910 2.670269 2.171454 -0.158 0.612 -0.198
H 2.712771 2.954450 -0.135665 0.162 0.626 0.319
H -0.715410 -1.636146 -4.645609 -0.110 0.174 -0.161
H 2.915743 -1.507578 -2.234183 0.589 -0.602 -0.570
H 2.033376 -0.025055 6.657615 0.243 -0.521 -0.223
C 1.722474 3.017215 0.314988 0.292 -0.438 -0.113
H -5.460944 -0.907811 -4.639853 -0.182 -0.518 0.360
H -4.649483 1.649686 -1.719915 0.051 0.233 0.318
O 4.819147 -0.788872 -2.992605 0.024 -0.794 -0.568
H 5.361676 -1.369948 -2.449757 -0.045 0.025 0.037
C -3.413059 0.343825 -5.059752 -0.123 0.108 -1.304
H -3.948678 0.212494 -1.050405 -0.142 -0.148 -0.198
C 3.191659 5.897996 1.683340 1.304 0.096 1.150
H 3.360511 4.964651 4.546769 0.221 -0.263 0.180
H 2.065519 2.823022 3.387909 0.308 0.221 0.290
C -1.896264 -3.362389 4.212008 -0.956 0.305 1.179
H 1.438384 2.355427 5.030837 0.721 0.098 -0.038
H 2.112507 -4.999149 -2.895025 0.033 0.056 0.563
H 0.849858 -2.779599 -3.385078 0.104 -0.304 0.308
H -1.216343 -0.371751 -1.594523 0.006 0.339 0.125
C 1.222891 -1.746708 -6.308535 0.379 1.178 0.582
C 1.085871 -5.368134 -2.870275 0.077 -0.579 -1.185
C -0.527983 -2.663177 -4.985983 -0.814 0.257 -0.226
H 5.408407 5.622725 -2.738033 -0.117 0.014 0.578
C -3.483952 2.399504 2.001825 0.143 -0.709 -0.433
H 0.513726 -0.808360 7.246339 0.506 -0.192 0.241
H -1.440103 -4.485574 6.998057 0.425 0.062 -0.005
H 2.438919 5.896246 5.697670 0.220 0.007 0.035
H 3.118619 1.332686 -3.330967 0.168 -0.036 0.268
H -5.099728 -1.647505 -2.139166 0.542 0.397 0.001
H -2.704350 -5.352122 3.810181 0.145 0.279 -0.308
C 3.790823 -0.081548 -0.979348 0.325 0.858 0.446
H -5.573752 2.129673 0.623619 -0.090 -0.071 -0.005
H -2.282956 -0.917455 4.113710 0.227 0.258 -0.227
C -5.324868 -0.238372 -3.779634 0.182 0.010 -1.160
H 3.289358 4.076783 -2.247790 0.305 0.149 0.013
O -0.106752 -7.367185 -3.547068 0.305 0.182 -0.301
C -0.130921 -0.779618 4.398417 -0.892 0.201 -1.135
C 2.602091 4.879490 5.326655 -0.335 1.153 -0.321
H -0.032324 -1.348839 3.472802 0.409 -0.200 0.122
H 4.450674 5.185357 -0.255296 0.367 -0.094 -0.508
H 0.608369 -5.186155 -1.901170 -0.095 0.245 -0.025
H -1.019709 -2.743372 6.019777 0.341 0.072 -0.274
H -1.834466 -0.369300 5.704418 0.112 -0.094 0.158
H -3.698764 1.703682 2.822194 -0.348 -0.167 -0.196
C -1.216496 -5.485516 6.615553 -0.735 -0.134 -0.047
C 2.749058 5.015607 -2.389156 -0.853 0.266 0.845
H 2.747338 -0.027243 -4.343039 0.107 -0.257 0.104